Arrangement 1

The following is a quantum chemistry calculation of a single C6H6 molecule, from OMol25.

```
! wB97M-V def2-TZVPD RIJCOSX def2/J DEFGRID3
* xyz 0 1
C -0.58368 -1.10813 -1.16759
C -0.98368 0.13794 -0.52492
H -1.87772 0.56390 -0.98059
H 0.06233 -3.06374 -2.12596
C 0.08505 1.44271 -1.03831
C 0.97750 0.83010 1.46016
H 0.26579 1.02713 2.26853
C -0.24458 -2.14697 -1.67213
H -1.27229 -0.07003 0.51716
H 1.31323 -0.21077 1.51594
H 1.84979 1.47408 1.60851
C 0.40825 1.12379 0.13919
*
```

The calculation puts the lowest unoccupied orbital energy at 0.8 eV. The gap between HOMO and LUMO comes out at 10.64 eV.

---

Arrangement 2

The following is a quantum chemistry calculation of a single C6H6 molecule, from OMol25.

```
! wB97M-V def2-TZVPD RIJCOSX def2/J DEFGRID3
* xyz 0 1
C 1.15664 -0.61147 0.34002
C -1.15935 -0.73493 -0.59816
H -0.78194 -0.71001 -1.62505
C -0.18516 -0.04452 0.34821
H -0.59416 -0.10724 1.35846
H -2.14403 -0.26198 -0.57701
C -0.03742 1.29121 -0.32721
H 3.21248 -1.58047 0.33632
C 2.24289 -1.13252 0.34195
H -0.26447 3.33147 0.51130
C -0.19267 2.33971 0.17952
H -1.25281 -1.77926 -0.28835
*
```

The calculation puts the lowest unoccupied orbital energy at 0.6 eV. As for the structure (SMILES): C#CC(C)C#C. The gap between HOMO and LUMO comes out at 10.51 eV.

---

arrangement 2 wins, 0.852 eV ahead of the next structure.

---

Arrangement 1

The following is a quantum chemistry calculation of a single C6H6 molecule, from OMol25.

```
! wB97M-V def2-TZVPD RIJCOSX def2/J DEFGRID3
* xyz 0 1
H 0.19723 -1.61210 -0.64560
C 1.71077 0.22411 0.66046
C -0.38184 -0.81270 -0.18792
H 3.90544 0.60855 0.21803
C -2.87810 -0.12187 -0.69110
C -1.63186 -0.51065 -0.69365
H 0.19538 -0.63694 1.83971
H -0.24410 0.89779 1.10027
C 2.87379 0.42453 0.42390
H -3.24059 0.57051 -1.45206
C 0.29144 -0.03888 0.91943
H -0.96727 -0.45741 -1.65216
*
```

The calculation puts the lowest unoccupied orbital energy (alpha / beta) at -0.3 / -0.3 eV. The gap between HOMO and LUMO (alpha / beta) comes out at 7.73 / 7.73 eV.

---

Arrangement 2

The following is a quantum chemistry calculation of a single C6H6 molecule, from OMol25.

```
! wB97M-V def2-TZVPD RIJCOSX def2/J DEFGRID3
* xyz 0 1
C 4.14539 -0.30140 -0.99166
C 2.94826 -0.30948 -0.59075
H -1.48745 1.41772 -0.67002
H -1.21432 -1.09903 -0.79289
C -1.01834 -0.54362 0.13976
C 0.42518 -0.39164 0.09626
C 1.64887 -0.28845 -0.08753
H -2.88370 0.53162 -0.02737
H -1.72903 1.28961 1.08376
C -1.82554 0.75792 0.13358
H 2.31931 0.15106 0.75695
H -1.32865 -1.21430 0.94992
*
```

The calculation puts the lowest unoccupied orbital energy (alpha / beta) at -1.4 / -1.3 eV. The gap between HOMO and LUMO (alpha / beta) comes out at 7.62 / 7.62 eV.

---

arrangement 1 wins, 0.823 eV ahead of the next structure.

---

Arrangement 1

The following is a quantum chemistry calculation of C8H13N as an isolated structure, from OMol25.

```
! wB97M-V def2-TZVPD RIJCOSX def2/J DEFGRID3
* xyz 0 1
H 1.47404 2.00555 1.72178
H 3.05740 0.76529 0.11460
C -0.72011 -1.21868 -0.92861
C 2.33880 0.08376 -0.22238
H 0.05348 -0.86868 2.36657
C -0.72243 -0.49194 1.72399
C -0.43499 -0.26662 0.18447
C 0.76123 1.32818 1.30582
H 2.32100 0.02150 -1.29396
H 0.28819 -0.14033 -2.56396
N -1.20332 1.06859 0.16935
C 0.98613 0.47390 0.31597
H -1.34648 0.49763 -2.17074
H -1.11402 -1.15151 -3.06015
H -1.76598 -1.53702 -0.72562
H 2.63277 -0.89493 0.19637
H 0.01859 -2.07037 -0.93130
C -0.73789 1.05991 1.62660
H -2.21609 0.79865 0.19914
H -1.75366 -0.82038 1.91909
C -0.75955 -0.45192 -2.29190
H -1.15712 1.80941 2.34487
*
```

The calculation puts the lowest unoccupied orbital energy at 1.1 eV. The gap between HOMO and LUMO comes out at 9.74 eV.

---

Arrangement 2

The following is a quantum chemistry calculation of a single C8H13N molecule, from OMol25.

```
! wB97M-V def2-TZVPD RIJCOSX def2/J DEFGRID3
* xyz 0 1
C 0.58062 -0.31262 -0.90077
H -0.84862 1.78599 0.80611
C 0.73047 -0.08030 1.75486
H -1.28773 -1.53554 -0.60917
H 0.19844 -2.06373 0.14890
C -1.46306 0.90192 0.36353
H -0.73592 -0.32695 -2.80399
C 2.00521 -0.47720 0.86149
C -0.33334 0.29637 -2.03482
H 2.87690 -0.88433 1.47234
H -1.50715 -0.70525 1.78235
H 2.86934 -0.69607 -1.21095
C -0.43049 -1.15219 -0.04719
H 0.10495 1.25156 -2.54136
H 0.73333 -0.59772 2.73204
H -2.57018 0.96493 0.51294
H 0.65488 0.73953 -0.40819
C -0.75150 -0.27363 1.06646
C 1.96221 -0.54752 -0.51306
H -1.90657 1.89248 -1.38120
H 0.70174 0.94878 2.11277
N -1.58352 0.87152 -1.16310
*
```

The calculation puts the lowest unoccupied orbital energy at 1.0 eV. As for the structure (SMILES): C1=C[C@H]2CNC[C@H](C1)C2. The gap between HOMO and LUMO comes out at 9.46 eV.

---

Arrangement 3

The following is a quantum chemistry calculation of a 2-piece molecular cluster, C8H13N overall, from OMol25.

```
! wB97M-V def2-TZVPD RIJCOSX def2/J DEFGRID3
* xyz 0 1
C 1.04490 -1.76042 0.15566
H 0.65081 -2.67215 0.60024
C -1.29413 0.69535 -0.68359
C -2.65846 0.97938 -0.13646
H -0.22184 -0.26951 -2.23701
C -0.24938 -0.15526 1.54582
H 0.33632 -1.43092 -0.65637
H -3.27731 0.08318 -0.15674
C -1.05262 -0.30757 -1.54933
H 1.54101 -1.04795 2.12304
C 1.91604 0.57183 0.79681
H 2.00357 -1.96175 -0.31199
H -1.80991 -1.04676 -1.74935
C 2.35661 0.87955 -0.41062
H -0.60535 1.53333 -0.66453
C 1.13574 -0.65729 1.18270
H 2.02871 1.28283 1.60570
H 2.77865 1.84849 -0.61772
H -3.13121 1.76930 -0.71891
H -2.58864 1.31382 0.90211
N -1.12377 0.11898 2.24124
H 2.22026 0.23354 -1.26070
*
```

The calculation puts the lowest unoccupied orbital energy at 1.0 eV. As for the structure (SMILES): C=C[C@H](C)C#N.C=CC. The gap between HOMO and LUMO comes out at 10.23 eV.

---

arrangement 3 wins, 0.348 eV ahead of the next structure.

---

Arrangement 1

The following is a quantum chemistry calculation of a single C5H12N2 molecule, from OMol25.

```
! wB97M-V def2-TZVPD RIJCOSX def2/J DEFGRID3
* xyz 0 1
H 0.23068 0.50386 -2.29282
H -0.93219 1.13259 1.22478
H -1.81688 -1.82405 0.48074
C 0.09237 0.76927 1.20748
N 1.03482 1.44186 1.82801
H 2.21355 0.84041 -0.54551
H -1.38949 0.65417 -2.18317
H 0.76515 2.18661 2.45676
H 2.05910 1.03512 1.40777
H -0.10834 -1.50758 -1.31903
H 2.64911 -0.95670 -0.02850
N -0.54285 0.55301 -1.63430
C 1.96071 -0.12508 -0.11896
C 0.53772 -0.34686 0.32750
C -0.50388 -0.63447 -0.78261
H -2.37154 -0.16864 0.26452
H 0.54677 -1.22145 0.99696
H -2.54023 -1.32656 -1.05090
C -1.88459 -1.00552 -0.23873
*
```

The calculation puts the lowest unoccupied orbital energy at 0.5 eV. The gap between HOMO and LUMO comes out at 6.34 eV.

---

Arrangement 2

The following is a quantum chemistry calculation of a single C5H12N2 molecule, from OMol25.

```
! wB97M-V def2-TZVPD RIJCOSX def2/J DEFGRID3
* xyz 0 1
C 2.17169 -0.11975 0.38638
H -2.47400 1.22394 1.32942
H 1.90616 0.27245 1.36220
H 2.95918 -1.78240 -0.64954
H 1.60058 1.62560 -0.60170
C 1.48027 0.55643 -0.78078
C 2.83495 -1.25837 0.29463
H -0.55681 -0.22116 1.18447
H -3.73955 -0.07617 -0.27108
C -2.03392 0.82556 0.41092
H -0.07121 -0.89681 -0.84377
H -2.14863 1.57734 -0.37489
H -2.94269 -0.96467 0.81142
N -0.62021 0.56937 0.55166
H 3.14063 -1.86441 1.13981
N -2.80774 -0.37497 -0.00358
C 0.00618 0.17192 -0.72274
H 1.91369 0.17438 -1.70359
H -0.61858 0.56172 -1.51926
*
```

The calculation puts the lowest unoccupied orbital energy at 1.1 eV. As for the structure (SMILES): C=CCCNCN. The gap between HOMO and LUMO comes out at 10.23 eV.

---

Arrangement 3

The following is a quantum chemistry calculation of C5H12N2 as an isolated structure, from OMol25.

```
! wB97M-V def2-TZVPD RIJCOSX def2/J DEFGRID3
* xyz 0 1
H 0.06362 -0.58322 -1.87181
H -1.05790 -1.71249 1.18025
H 3.16158 -0.69826 -0.12462
C -1.13418 0.04435 -0.08021
H 2.01769 -1.82464 -0.65981
C 0.05820 -0.20609 -0.85173
C 1.70846 1.28633 0.45804
H -0.19192 0.29778 0.95024
H 2.23528 1.79498 -0.35798
H -2.38490 -1.70559 -0.00465
H 0.90312 1.93227 0.79913
N -2.08868 0.91892 -0.62932
H 2.39505 1.18341 1.30111
H -3.01924 0.56308 -0.79771
H -1.75633 1.56266 -1.33070
N 2.19970 -1.00181 -0.10810
C 1.17776 -0.05797 -0.01623
H -2.48418 -0.70387 1.45273
C -1.80313 -1.08985 0.69135
*
```

The calculation puts the lowest unoccupied orbital energy at 1.1 eV. The gap between HOMO and LUMO comes out at 8.68 eV.

---

arrangement 2 wins, 2.015 eV ahead of the next structure.